The following is a quantum chemistry calculation of a cluster of 2 separate species, C4H5O3P in total at a distorted geometry, from the Open Molecules 2025 dataset.

Values from the calculation:
Orbital gap   9.762 eV
SMILES   C=C(P)C=O.O=C=O
Energy relative to the best compared isomer or geometry (same formula, charge and spin)   0.0 kJ/mol
Total charge   0

The geometry in XYZ format:
```
13
Properties=species:S:1:pos:R:3:nbo_charge:R:1
C 0.69 0.57 -0.75 0.390
O 1.48 1.08 0.03 -0.532
P -0.24 -1.42 1.12 0.302
O -0.56 2.82 2.40 -0.500
C -0.18 -1.61 -1.58 -0.304
H -0.66 -2.51 -1.25 0.196
H 0.07 1.03 -1.52 0.132
C -0.80 2.44 1.32 1.047
H 1.05 -1.80 1.32 -0.016
H -0.01 -1.58 -2.59 0.200
C 0.09 -0.72 -0.60 -0.357
O -1.01 1.97 0.28 -0.538
H 0.07 -0.25 1.82 -0.019
```

---

The following is a quantum chemistry calculation of a structure of composition C12H16N2S at a distorted geometry, from the Open Molecules 2025 dataset.

Values from the calculation:
Orbital gap (alpha / beta)   6.856 / 5.883 eV
2S+1   3
Total charge   0

The geometry in XYZ format:
```
31
Properties=species:S:1:pos:R:3:mulliken_spin:R:1
C 1.85 -1.23 0.59 0.093
H -2.95 -2.64 -0.10 -0.004
S -0.54 -1.54 1.63 0.413
C -1.57 -1.16 -0.87 0.021
H -3.68 -1.58 -1.37 0.000
H -1.57 -0.26 -1.39 -0.007
N -1.15 -0.60 0.44 -0.005
C 3.79 0.60 -0.32 0.000
H -1.49 1.69 0.90 -0.006
C 0.28 0.70 0.47 0.543
H -0.82 1.89 3.04 -0.004
C 2.55 1.15 -0.05 0.190
H 0.15 3.17 2.54 -0.002
C 4.08 -0.75 -0.17 0.136
C 3.23 -1.60 0.42 0.070
H -0.76 -2.29 -2.50 0.003
H 3.57 -2.60 0.45 0.010
H 5.01 -1.00 -0.61 0.012
H 0.52 -1.22 -1.89 -0.006
H -0.14 2.60 0.34 0.018
H 2.24 2.15 -0.26 0.008
H -3.32 -0.96 0.15 -0.001
N 1.01 -1.96 1.27 0.434
C -0.41 1.89 0.98 0.032
C 1.53 0.22 0.31 -0.038
H 4.60 1.20 -0.56 0.008
H 0.06 -2.65 -1.02 0.003
C -0.06 2.16 2.41 0.064
C -0.40 -1.87 -1.60 0.012
C -2.95 -1.69 -0.56 0.011
H 0.75 1.52 2.71 -0.007
```

---

The following is a quantum chemistry calculation of the ion C5H9N2 with charge +1 at a distorted geometry, from the Open Molecules 2025 dataset.

Values from the calculation:
Orbital gap   10.261 eV
SMILES   C[N+]1(N2CC2)C=C1
Energy relative to the best compared isomer or geometry (same formula, charge and spin)   658.7 kJ/mol
Total charge   +1

The geometry in XYZ format:
```
16
Properties=species:S:1:pos:R:3:nbo_charge:R:1
H -1.93 -1.34 1.44 0.270
H -0.45 2.04 -0.55 0.237
H -1.02 1.97 1.13 0.246
H 1.15 -1.79 -0.45 0.216
N -0.60 0.12 0.27 -0.076
H 1.50 0.50 -1.36 0.217
H 2.56 0.95 0.06 0.242
C 1.77 0.32 -0.32 -0.248
C 1.57 -1.04 0.22 -0.243
N 0.72 0.03 0.63 -0.233
H -1.44 -1.25 -1.79 0.287
C -1.08 1.48 0.15 -0.419
H 2.23 -1.44 0.98 0.245
H -2.11 1.49 -0.19 0.240
C -1.51 -0.97 0.53 -0.009
C -1.37 -1.06 -0.75 0.028
```

---

The following is a quantum chemistry calculation of a cluster of 4 separate species, C44H69F3N2O14S in total at a distorted geometry, from the Open Molecules 2025 dataset.

Values from the calculation:
Orbital gap   8.294 eV
SMILES   CC[C@@H](C)N1c2ccccc2Sc2c(CCOCC(F)(F)F)c(CCCCOC=O)c(OC[C@H](C)O)c(CCCCN)c21.CCOC(=O)OC.CCOC(=O)OC.CCOC(=O)OC
Total charge   0

The geometry in XYZ format:
```
133
Properties=species:S:1:pos:R:3:lowdin_charge:R:1
C -3.98 -2.58 0.01 -0.282
H -1.39 -2.85 -5.49 0.087
H -4.79 -2.75 0.78 0.106
C 2.01 -0.67 -2.52 -0.042
H -1.13 3.20 5.95 0.094
C 2.24 -0.96 0.62 -0.123
C 0.67 -5.49 -4.11 -0.212
H -1.47 -1.48 -0.48 0.097
H 4.51 -1.20 -0.26 0.067
C 0.27 -0.95 6.17 -0.209
H 1.76 0.13 7.29 0.081
H -4.28 -3.23 -0.86 0.083
H 0.09 -1.66 6.97 0.124
H 4.26 -3.61 1.79 0.083
H 5.44 1.41 -5.87 0.143
C 4.79 -4.58 -3.01 -0.475
C 1.56 -5.16 -5.24 -0.401
H 1.07 1.05 5.95 0.072
H 0.96 -1.43 5.47 0.121
H -0.67 11.65 5.10 0.096
F 4.52 -5.77 -3.69 0.073
H 2.44 -0.85 -6.00 0.098
C 2.66 0.70 -2.17 -0.115
H -0.89 -4.48 -6.07 0.053
H 2.45 -3.18 0.14 0.132
C -1.49 -4.36 -3.87 -0.305
H -2.54 -3.82 -2.02 0.088
H 3.77 4.10 -3.50 0.134
C 1.31 -7.95 -4.37 -0.071
H 2.46 1.01 -1.11 0.110
H -4.19 -4.05 -4.23 0.080
O 4.15 2.74 -6.62 0.104
F 3.65 -4.26 -2.34 0.132
H -5.44 8.69 4.09 0.120
C 0.59 -3.30 -3.07 -0.142
O -4.37 4.39 4.63 0.108
O -2.16 10.49 5.97 0.003
H -3.33 0.70 2.33 0.098
S 1.64 -3.39 -5.71 0.993
N -4.01 -1.14 -0.32 -0.010
H -3.75 -2.33 -4.41 0.081
C 3.06 -2.28 0.39 -0.340
O -1.93 9.87 3.81 0.122
C -2.06 3.39 5.43 -0.031
H -6.77 3.57 5.17 0.075
O -1.00 -0.72 5.54 0.037
C 4.34 -1.51 -5.06 -0.194
O 1.09 -0.76 -0.24 -0.101
C 2.31 -6.19 -5.97 -0.083
H -0.12 10.14 5.89 0.099
H -6.62 5.84 7.21 0.124
H -2.73 7.43 3.47 0.080
H 2.97 -5.89 -6.82 0.104
C -3.79 7.38 3.71 -0.060
C -7.14 4.13 6.03 -0.064
H -4.59 -2.80 -2.90 0.059
O 4.47 -2.29 -3.86 -0.157
C 2.93 -0.73 -5.00 -0.106
H -2.00 1.77 2.79 0.094
H 1.21 -9.00 -4.01 0.097
C 1.43 -2.60 -4.06 -0.313
H 2.99 -2.58 2.61 0.077
H -8.14 4.49 5.81 0.081
F 5.79 -4.88 -2.12 0.106
H -3.88 6.81 4.64 0.060
C -0.29 -3.33 -0.59 -0.134
C -0.82 10.97 5.94 -0.046
O 0.05 0.17 3.74 0.117
O 5.26 3.17 -4.65 -0.070
H -1.94 -2.35 -2.89 0.116
C -4.12 4.39 5.81 -0.608
H -3.40 -0.64 0.35 0.044
C 4.17 3.06 -3.70 -0.181
H -2.67 -2.98 1.79 0.103
H -2.45 2.45 5.05 0.086
H -4.30 6.84 2.91 0.089
C -1.60 -3.95 -5.38 -0.079
C -3.84 -3.15 -3.64 -0.106
C 3.77 -2.60 1.78 -0.051
H 3.11 0.35 -4.79 0.078
H -7.19 3.43 6.87 0.083
H -1.68 0.25 1.89 0.084
H 5.13 -0.69 -4.99 0.102
H 6.33 -3.34 -3.92 0.147
C 0.51 -2.65 -1.75 -0.050
H -6.12 5.98 5.54 0.115
H -2.63 -4.11 -5.82 0.079
C 0.58 -6.90 -3.68 0.000
H -0.07 -7.16 -2.82 0.111
H 4.49 -2.08 -6.01 0.118
H 2.91 -0.05 0.63 0.134
C -6.21 5.28 6.37 -0.210
C 2.15 -7.56 -5.51 -0.091
H -1.86 4.08 4.60 0.100
O 4.15 -2.06 -0.54 -0.063
C -0.95 -0.15 4.33 -0.602
C 4.60 2.35 -2.34 -0.142
C 1.20 -1.37 -1.49 -0.150
H 4.82 0.31 -1.57 0.103
H 4.53 -1.83 2.06 0.084
H -0.78 -2.01 1.08 0.099
H -0.64 11.52 6.86 0.093
H -2.52 -4.20 0.50 0.108
H 3.98 2.83 -1.54 0.114
H 4.58 0.42 -3.37 0.082
H -2.00 -5.37 -3.78 0.153
H 1.83 -1.02 1.67 0.122
H 3.32 2.51 -4.21 0.104
C 0.84 0.33 6.74 -0.067
C -2.30 0.73 2.66 -0.040
C -2.57 9.93 4.83 -0.600
H -4.26 9.37 2.98 0.124
C -2.63 -3.09 0.67 -0.179
H 0.12 0.81 7.41 0.081
O -4.92 4.81 6.79 0.038
O -2.98 3.96 6.36 0.014
C 2.11 -1.33 -3.82 -0.153
N -0.11 -4.55 -3.34 -0.049
O -3.80 9.44 5.02 0.036
C 4.22 0.79 -2.38 -0.158
H 0.48 -3.68 0.16 0.112
H -0.75 -4.28 -0.98 0.103
O -2.21 0.03 3.90 -0.005
H 2.68 -8.40 -6.04 0.098
H 5.04 -3.93 -5.08 0.134
C 4.93 2.41 -5.78 -0.333
C -2.39 -3.37 -3.04 -0.201
C 5.21 -3.47 -4.07 -0.074
C -4.37 8.77 3.89 -0.205
C -1.31 -2.38 0.16 -0.196
H 5.70 2.51 -2.21 0.118
H 2.14 1.48 -2.81 0.126
H -3.49 -1.06 -1.20 0.053
```